1.
Below is a molecular structure, C18H17Co2N2O6 at a distorted geometry, with properties calculated with ωB97M-V/def2-TZVPD.

Each line ends with the Mulliken charge.
Element x y z (Å)
O (-0.757, 3.070, -1.073)  -0.923
C (-0.220, 2.101, -0.503)  2.146
Co (-0.063, -0.403, 0.836)  0.539
C (-1.474, -1.108, 1.470)  0.088
O (-2.423, -1.634, 1.877)  -0.468
C (-1.216, 1.142, 0.424)  -0.682
O (-2.253, 1.586, 0.812)  -0.622
C (-0.034, -1.208, -0.845)  0.925
C (-1.161, -1.794, -1.534)  0.022
C (-1.724, -2.976, -1.010)  -0.229
C (-2.910, -3.481, -1.538)  -0.842
C (-3.526, -2.828, -2.610)  -0.429
C (-2.940, -1.687, -3.169)  -0.650
C (-1.745, -1.178, -2.655)  -0.290
C (0.781, -0.043, -0.801)  1.031
C (0.760, 1.250, -1.392)  -1.252
Co (1.664, -1.496, -0.337)  0.046
C (1.958, -3.145, -0.780)  0.096
O (2.157, -4.241, -1.104)  -0.448
C (1.220, -1.714, 1.464)  0.046
O (1.416, -2.302, 2.469)  -0.625
C (3.240, -0.973, -0.858)  -0.255
O (4.298, -0.674, -1.229)  -0.472
H (-1.224, -3.480, -0.179)  0.462
H (-3.341, -4.379, -1.092)  0.334
H (-4.472, -3.208, -2.998)  0.354
H (-3.411, -1.177, -4.010)  0.370
H (-1.274, -0.296, -3.094)  0.244
H (1.763, 1.706, -1.460)  0.175
H (0.326, 1.244, -2.403)  0.237
C (0.518, 3.787, 1.202)  -1.076
N (0.824, 2.467, 0.594)  -0.370
N (0.954, 1.386, 1.543)  0.085
C (2.404, 1.125, 1.809)  -1.277
C (0.266, 1.632, 2.858)  -1.163
H (1.283, 4.022, 1.947)  0.368
H (0.537, 4.529, 0.397)  0.383
H (-0.485, 3.758, 1.648)  0.374
H (1.726, 2.523, 0.109)  0.541
H (2.449, 0.346, 2.575)  0.420
H (2.885, 0.738, 0.896)  0.397
H (2.891, 2.046, 2.169)  0.279
H (0.492, 0.752, 3.478)  0.342
H (0.667, 2.533, 3.346)  0.463
H (-0.826, 1.687, 2.748)  0.310

Values from the calculation:
* total charge: -1
* frontier orbital gap: 0.2238 hartree
* HOMO energy: -3.520 eV
* 2S+1: 1
* LUMO level: 2.6 eV
* total energy: -109456.309 eV
* energy above the lowest of the compared OMol25 structures with the same formula, charge and spin: 16.46 kcal per mole

---

2.
Below is a molecular structure, C18H17F6N3O5PdS2 at a distorted geometry, with properties calculated with ωB97M-V/def2-TZVPD.

Each line ends with the Mulliken charge.
Element x y z (Å)
Pd (0.011, -0.185, -0.350)  0.046
F (-4.555, 2.380, -0.794)  -0.156
C (-3.780, 2.309, 0.259)  0.478
F (-3.638, 3.491, 0.829)  -0.179
F (-4.265, 1.439, 1.140)  -0.187
S (-2.113, 1.665, -0.197)  1.097
O (-1.417, 1.493, 1.085)  -0.244
O (-2.268, 0.363, -0.856)  -0.626
N (-1.467, 2.784, -1.086)  -0.556
S (-0.085, 2.299, -1.723)  1.174
O (0.878, 1.916, -0.673)  -0.624
O (-0.258, 1.277, -2.716)  -0.587
C (0.558, 3.763, -2.647)  0.533
F (0.953, 4.696, -1.801)  -0.178
F (-0.389, 4.213, -3.439)  -0.173
F (1.583, 3.315, -3.350)  -0.167
C (-1.529, 2.669, 4.570)  -0.189
C (-2.360, 1.540, 4.347)  -0.754
C (-1.848, 0.443, 3.738)  -0.066
C (-0.467, 0.471, 3.327)  0.583
C (0.359, 1.627, 3.549)  -0.053
C (-0.181, 2.709, 4.176)  -0.819
N (0.082, -0.502, 2.641)  -0.122
N (-0.233, -1.692, 2.512)  -0.224
C (-0.132, -2.499, 1.485)  0.918
C (-0.250, -3.907, 1.793)  -0.398
C (-0.184, -4.807, 0.787)  -0.799
C (-0.023, -4.343, -0.542)  -0.547
C (0.109, -2.989, -0.866)  -0.351
C (0.047, -2.032, 0.113)  0.455
H (-1.953, 3.532, 5.069)  0.446
H (-3.395, 1.564, 4.658)  0.467
H (-2.442, -0.444, 3.556)  0.459
H (1.389, 1.608, 3.216)  0.512
H (0.413, 3.593, 4.358)  0.451
H (-0.367, -4.204, 2.827)  0.530
H (-0.248, -5.867, 0.990)  0.434
H (-0.013, -5.068, -1.348)  0.490
H (0.219, -2.705, -1.900)  0.399
C (2.506, -1.821, -3.707)  -0.480
C (3.627, -1.181, -2.881)  -0.647
C (2.942, -0.938, -1.553)  -0.537
O (1.559, -0.637, -1.889)  0.241
C (1.290, -1.027, -3.277)  -0.894
H (2.407, -2.878, -3.446)  0.241
H (2.666, -1.744, -4.780)  0.396
H (3.943, -0.241, -3.333)  0.314
H (4.496, -1.825, -2.767)  0.397
H (3.345, -0.112, -0.970)  0.286
H (2.966, -1.843, -0.939)  0.252
H (1.172, -0.119, -3.859)  0.429
H (0.338, -1.551, -3.339)  0.527

Values from the calculation:
* total charge: +2
* frontier orbital gap (alpha / beta): 0.1968 / 0.1967 hartree
* HOMO energy (alpha / beta): -15.678 / -15.678 eV
* 2S+1: 1
* LUMO level (alpha / beta): -10.3 / -10.3 eV
* total energy: -75081.372 eV
* energy above the lowest of the compared OMol25 structures with the same formula, charge and spin: 23.52 kcal per mole

---

3.
Below is a single C18H17FN4S molecule at a distorted geometry, with properties calculated with ωB97M-V/def2-TZVPD.

Each line ends with the Mulliken charge.
Element x y z (Å)
F (2.038, -2.444, -2.710)  -0.311
C (0.689, -2.233, -2.736)  0.461
C (-0.095, -3.226, -3.400)  -0.592
C (-1.553, -3.121, -3.445)  -0.680
C (-2.155, -1.973, -2.840)  -1.057
C (-1.295, -1.013, -2.251)  0.463
C (0.053, -1.210, -2.191)  -0.066
C (0.677, -0.006, -1.434)  0.028
C (1.342, -0.333, -0.099)  -0.321
C (1.985, 0.963, 0.484)  0.212
C (2.482, 0.684, 1.916)  -1.493
N (1.423, 0.298, 2.774)  0.236
C (0.528, 1.316, 3.021)  0.482
N (-0.689, 1.034, 3.434)  -0.478
C (-1.494, 2.097, 3.800)  -0.378
C (-0.781, 3.269, 3.585)  -0.258
S (0.823, 3.131, 2.903)  -0.145
C (0.996, -1.012, 2.352)  -1.367
C (0.363, -1.001, 0.944)  -0.871
N (-0.596, 0.744, -1.203)  0.510
C (-0.950, 2.089, -1.104)  -0.262
N (-2.161, 2.336, -1.594)  -0.686
C (-2.658, 1.117, -1.950)  -0.432
C (-1.649, 0.228, -1.725)  -0.169
H (0.466, -4.059, -3.790)  0.456
H (-2.144, -3.938, -3.790)  0.420
H (-3.185, -1.866, -2.916)  0.561
H (1.408, 0.444, -2.083)  0.497
H (1.956, -1.171, -0.233)  0.750
H (1.236, 1.860, 0.412)  -0.367
H (2.838, 1.172, -0.214)  0.463
H (3.310, -0.053, 1.967)  0.426
H (2.971, 1.644, 2.098)  0.489
H (-2.544, 2.091, 4.157)  0.361
H (-1.362, 4.085, 3.972)  0.399
H (0.258, -1.457, 3.081)  0.400
H (1.811, -1.723, 2.340)  0.493
H (-0.507, -0.525, 1.133)  0.570
H (0.152, -2.053, 0.520)  0.428
H (-0.408, 2.851, -0.653)  0.434
H (-3.576, 0.964, -2.531)  0.395

Values from the calculation:
* total charge: 0
* frontier orbital gap: 0.3107 hartree
* HOMO energy: -7.927 eV
* 2S+1: 1
* LUMO level: 0.5 eV
* total energy: -38452.344 eV
* energy above the lowest of the compared OMol25 structures with the same formula, charge and spin: 3.83 kcal per mole

---

4.
Below is a molecular structure, C18H17MnN5O5S2Se, with properties calculated with ωB97M-V/def2-TZVPD.

Each line ends with the Löwdin spin population.
Element x y z (Å)
Mn (-0.146, -0.058, -0.741)  2.876
O (0.044, -4.133, -1.333)  0.000
C (-0.414, -2.956, -0.923)  0.001
O (-0.400, -1.966, -1.621)  0.009
C (-0.986, -3.011, 0.468)  0.003
O (-1.399, -1.717, 0.830)  0.074
C (-1.109, -1.315, 2.170)  0.067
C (0.336, -1.223, 2.503)  0.547
O (1.069, -2.303, 2.822)  0.271
O (1.232, -0.908, 0.305)  0.057
H (0.378, -4.027, -2.240)  0.000
H (-0.232, -3.427, 1.138)  0.001
H (-1.843, -3.692, 0.451)  0.001
H (-1.559, -2.007, 2.888)  0.003
H (-1.582, -0.341, 2.275)  0.009
C (-3.085, 3.747, -2.967)  0.001
S (-2.349, 4.120, -1.361)  0.015
C (-1.472, 2.640, -0.980)  0.038
S (-1.800, 1.137, -1.840)  0.005
N (-0.622, 2.782, -0.032)  -0.014
N (0.014, 1.601, 0.351)  0.119
C (0.893, 1.784, 1.301)  0.073
C (1.653, 0.817, 1.949)  0.118
C (2.578, 1.099, 2.966)  0.232
C (3.353, 0.113, 3.583)  0.071
C (3.271, -1.212, 3.248)  0.242
C (2.292, -1.669, 2.265)  0.054
N (1.393, -0.604, 1.655)  0.033
H (-3.631, 4.647, -3.248)  0.000
H (-3.769, 2.906, -2.896)  0.000
H (-2.319, 3.541, -3.710)  0.000
H (1.033, 2.810, 1.634)  0.001
H (2.703, 2.136, 3.244)  0.011
H (4.076, 0.423, 4.327)  -0.002
H (3.915, -1.969, 3.675)  0.014
H (2.691, -2.287, 1.468)  0.008
Se (1.010, 1.936, -3.325)  0.010
N (1.314, 0.432, -2.433)  0.032
C (2.567, 0.075, -2.669)  0.006
C (3.210, -1.085, -2.132)  -0.001
C (4.493, -1.335, -2.486)  0.003
C (5.218, -0.474, -3.378)  -0.001
C (4.651, 0.636, -3.904)  0.002
C (3.297, 0.945, -3.560)  0.001
N (2.628, 1.991, -4.012)  0.010
H (2.671, -1.716, -1.440)  0.000
H (4.994, -2.206, -2.081)  0.000
H (6.240, -0.724, -3.631)  0.000
H (5.189, 1.292, -4.574)  0.000

Values from the calculation:
* total charge: 0
* frontier orbital gap (alpha / beta): 0.1895 / 0.2324 hartree
* HOMO energy (alpha / beta): -5.878 / -7.085 eV
* expectation value of S²: 8.799
* 2S+1: 6
* LUMO level (alpha / beta): -0.7 / -0.8 eV
* total energy: -154960.811 eV

---

5.
Below is a single C18H17N3O4 molecule, with properties calculated with ωB97M-V/def2-TZVPD.

Each line ends with the Mulliken charge.
Element x y z (Å)
C (-1.947, 0.194, -2.255)  -1.008
O (-1.300, 0.581, -1.064)  -0.351
C (-1.788, 0.193, 0.129)  0.638
C (-2.963, -0.538, 0.284)  -0.387
C (-3.399, -0.925, 1.538)  -0.523
C (-2.668, -0.592, 2.664)  -1.017
C (-1.510, 0.150, 2.527)  -0.867
C (-1.053, 0.566, 1.280)  0.804
C (0.169, 1.363, 1.159)  1.119
C (0.723, 2.120, 2.240)  -0.905
C (1.874, 2.802, 2.045)  -0.661
C (2.546, 2.800, 0.762)  0.442
O (3.596, 3.355, 0.489)  -0.697
N (1.859, 2.068, -0.202)  -0.107
C (2.345, 2.050, -1.571)  -0.853
C (1.854, 0.787, -2.280)  0.674
O (1.224, 0.812, -3.311)  -0.669
N (2.243, -0.351, -1.662)  -0.107
C (1.669, -1.638, -1.984)  -1.157
C (0.791, -2.139, -0.879)  0.580
C (0.970, -2.172, 0.473)  -0.219
C (-0.192, -2.772, 1.015)  -0.600
C (-0.990, -3.058, -0.047)  -0.587
O (-0.405, -2.675, -1.195)  -0.378
N (0.754, 1.384, -0.003)  0.118
H (-2.034, -0.894, -2.328)  0.381
H (-1.302, 0.558, -3.053)  0.238
H (-2.939, 0.650, -2.344)  0.385
H (-3.545, -0.812, -0.581)  0.449
H (-4.312, -1.495, 1.631)  0.412
H (-2.998, -0.905, 3.642)  0.393
H (-0.939, 0.392, 3.410)  0.336
H (0.215, 2.165, 3.191)  0.408
H (2.333, 3.391, 2.824)  0.433
H (1.962, 2.922, -2.111)  0.296
H (3.437, 2.107, -1.547)  0.412
H (2.702, -0.283, -0.768)  0.258
H (2.477, -2.354, -2.180)  0.288
H (1.076, -1.513, -2.893)  0.448
H (1.820, -1.822, 1.023)  0.547
H (-0.401, -2.957, 2.048)  0.496
H (-1.955, -3.518, -0.115)  0.539

Values from the calculation:
* total charge: 0
* frontier orbital gap: 0.3075 hartree
* HOMO energy: -8.213 eV
* 2S+1: 1
* LUMO level: 0.2 eV
* total energy: -31601.030 eV
* energy above the lowest of the compared OMol25 structures with the same formula, charge and spin: 32.26 kcal per mole

---

6.
Below is a molecular structure, C18H18BF4OSc at a distorted geometry, with properties calculated with ωB97M-V/def2-TZVPD.

Each line ends with the Mulliken charge.
Element x y z (Å)
C (-3.541, -1.605, 0.200)  0.181
C (-3.157, -0.973, 1.416)  -0.893
C (-2.261, 0.110, 1.093)  0.019
H (-3.508, -1.304, 2.392)  0.410
C (-2.115, 0.098, -0.377)  0.056
C (-2.831, -1.002, -0.898)  -0.904
H (-2.865, -1.377, -1.935)  0.434
H (-4.290, -2.410, 0.099)  0.356
H (-1.745, 0.795, 1.793)  0.312
H (-1.506, 0.740, -1.016)  0.376
C (1.360, -2.367, 0.600)  -0.876
C (0.677, -3.648, 0.325)  -0.291
C (0.055, -3.568, -0.964)  -0.210
H (0.655, -4.520, 0.967)  0.528
C (0.375, -2.288, -1.521)  -0.849
C (1.273, -1.583, -0.597)  -0.060
H (1.755, -0.635, -0.860)  0.494
H (1.768, -2.007, 1.547)  0.448
H (-0.508, -4.380, -1.428)  0.427
H (-0.022, -1.945, -2.481)  0.498
Sc (-0.877, -1.722, 0.620)  0.695
O (-0.032, 0.327, 0.966)  -0.229
C (0.510, 1.595, 1.382)  -0.626
C (0.351, 2.746, 0.297)  -0.608
H (-0.074, 2.216, 2.286)  0.224
H (1.646, 1.570, 1.549)  0.354
H (-0.771, 2.925, -0.023)  0.228
H (0.274, 4.828, -1.390)  0.305
C (1.279, 4.399, -1.299)  -0.704
C (1.422, 3.213, -0.455)  1.248
C (2.839, 2.744, -0.402)  -0.289
H (3.035, 1.837, 0.194)  0.144
C (3.900, 3.466, -0.928)  -0.708
H (4.923, 3.174, -0.793)  0.391
C (3.671, 4.674, -1.593)  -0.398
H (4.500, 5.316, -1.882)  0.364
C (2.357, 5.081, -1.765)  -0.401
H (2.175, 6.027, -2.228)  0.359
F (-1.444, -3.043, 2.202)  -0.457
B (-2.180, -4.203, 1.431)  0.565
F (-1.339, -5.278, 1.266)  -0.331
F (-3.369, -4.490, 2.076)  -0.315
F (-2.364, -3.533, 0.134)  -0.269

Values from the calculation:
* total charge: 0
* frontier orbital gap (alpha / beta): 0.2844 / 0.1764 hartree
* HOMO energy (alpha / beta): -8.657 / -7.439 eV
* 2S+1: 1
* LUMO level (alpha / beta): -0.9 / -2.6 eV
* total energy: -53254.983 eV
* energy above the lowest of the compared OMol25 structures with the same formula, charge and spin: 8.79 kcal per mole